1.
# C39H63F5O21

A 11-piece molecular cluster, C39H63F5O21 overall in a non-equilibrium geometry (ωB97M-V with the def2-TZVPD basis set, the Open Molecules 2025 dataset).

CARTESIAN COORDINATES (ANGSTROEM)
C -0.740 -1.586 -0.113
C 0.410 -1.115 -1.006
O 1.134 -0.226 -0.156
C 0.308 0.264 0.782
O 0.416 1.307 1.310
O -0.811 -0.541 0.883
F -0.219 -0.452 -2.021
H -0.815 -2.639 0.159
H -1.703 -1.522 -0.619
H 1.013 -1.973 -1.304
C 1.677 3.289 -1.960
C 2.518 3.235 -3.211
O 3.023 4.519 -3.211
C 3.115 4.913 -1.946
O 3.849 5.872 -1.638
O 2.440 4.101 -1.180
F 1.754 3.287 -4.314
H 1.559 2.334 -1.448
H 0.760 3.734 -2.346
H 3.246 2.429 -3.304
C -2.101 2.894 3.287
C -1.716 2.783 4.719
O -2.131 3.927 5.348
C -3.034 4.548 4.551
O -3.658 5.591 4.808
O -3.018 3.990 3.285
F -0.396 2.673 4.778
H -2.552 1.993 2.871
H -1.331 3.200 2.578
H -2.090 1.838 5.114
C 4.442 -0.492 -1.346
C 5.202 -1.689 -1.993
O 5.818 -2.244 -0.883
C 5.619 -1.573 0.231
O 6.024 -1.926 1.332
O 5.097 -0.372 -0.108
F 6.214 -1.162 -2.724
H 3.376 -0.622 -1.159
H 4.605 0.399 -1.951
H 4.593 -2.421 -2.524
C -4.685 0.264 -3.585
C -3.860 -0.580 -2.553
O -3.783 0.297 -1.419
C -4.077 1.589 -1.890
O -4.113 2.522 -1.127
O -4.525 1.630 -3.162
F -2.649 -0.721 -3.037
H -5.739 0.017 -3.466
H -4.466 0.117 -4.643
H -4.173 -1.579 -2.252
C 4.182 2.231 2.647
C 3.030 1.894 3.602
C 3.168 2.908 4.769
O 4.185 3.721 4.421
C 4.532 3.717 3.111
H 4.001 2.009 1.595
H 4.994 1.533 2.853
H 3.124 0.876 3.980
H 2.076 1.946 3.077
H 3.532 2.427 5.677
H 2.275 3.502 4.966
H 5.576 4.019 3.033
H 3.825 4.388 2.623
C -4.061 -4.172 -1.863
C -2.885 -4.567 -2.688
C -2.184 -5.603 -1.839
O -3.282 -6.171 -1.049
C -4.558 -5.525 -1.323
H -4.938 -3.761 -2.362
H -3.881 -3.377 -1.139
H -2.142 -3.820 -2.967
H -3.349 -4.976 -3.585
H -1.496 -5.011 -1.235
H -1.649 -6.362 -2.409
H -5.081 -5.367 -0.380
H -5.201 -6.110 -1.981
C 0.961 4.822 1.594
C 0.383 5.566 2.729
C -0.846 6.339 2.290
O -0.356 6.631 0.980
C 0.809 6.013 0.665
H 0.402 4.028 1.099
H 2.004 4.550 1.756
H 1.085 6.111 3.360
H 0.006 4.896 3.501
H -0.966 7.251 2.875
H -1.718 5.725 2.064
H 1.660 6.660 0.874
H 0.836 5.704 -0.380
C 3.740 -5.113 2.241
C 2.535 -4.335 2.602
C 2.622 -3.006 1.882
O 3.198 -3.487 0.657
C 3.805 -4.787 0.767
H 3.705 -6.199 2.324
H 4.619 -4.813 2.810
H 2.420 -4.311 3.686
H 1.602 -4.867 2.412
H 3.277 -2.285 2.371
H 1.740 -2.499 1.492
H 4.841 -4.944 0.465
H 3.088 -5.410 0.232
C 0.463 -0.666 -5.980
C -0.264 -1.987 -5.933
C 0.635 -2.939 -5.190
O 1.495 -2.118 -4.413
C 1.489 -0.747 -4.842
H -0.120 0.255 -5.980
H 1.045 -0.684 -6.901
H -0.432 -2.436 -6.911
H -1.279 -1.953 -5.537
H 1.173 -3.458 -5.983
H -0.030 -3.613 -4.651
H 2.472 -0.532 -5.261
H 1.175 0.012 -4.127
C -4.144 -2.152 1.751
C -4.619 -0.854 2.476
C -6.136 -0.718 1.979
O -6.519 -1.988 1.552
C -5.447 -2.894 1.903
H -3.394 -2.769 2.245
H -3.880 -2.020 0.701
H -4.006 -0.020 2.136
H -4.483 -0.894 3.557
H -6.359 0.009 1.199
H -6.732 -0.429 2.845
H -5.517 -3.719 1.195
H -5.656 -3.397 2.847

- expectation value of S² = 0.754
- HOMO energy (alpha / beta) (eV) = -11.48 / -11.48
- 2S+1 = 2
- total charge = +1

=====

2.
# C39H64AlFN17

C39H64AlFN17 as an isolated structure (ωB97M-V with the def2-TZVPD basis set, the Open Molecules 2025 dataset).

CARTESIAN COORDINATES (ANGSTROEM)
C 2.857 -0.865 1.319
C 4.315 -0.790 1.736
C 4.545 -0.090 3.083
C 5.700 0.898 3.054
C 5.431 2.220 2.306
Al 3.593 3.055 2.493
F 3.376 3.621 4.131
H 2.498 0.074 0.922
H 2.218 -1.165 2.146
H 2.743 -1.631 0.558
H 4.709 -1.795 1.805
H 4.868 -0.262 0.964
H 4.843 -0.869 3.787
H 3.641 0.374 3.454
H 6.082 1.077 4.051
H 6.506 0.375 2.528
H 6.164 2.951 2.654
H 5.616 2.048 1.247
H 2.433 1.958 2.248
H 3.357 4.275 1.454
C -1.392 -1.440 0.166
C -0.158 -1.280 -0.581
N 0.817 -1.053 -1.140
H -1.758 -2.462 0.120
H -1.239 -1.180 1.212
H -2.169 -0.795 -0.233
C 1.008 6.350 2.819
C 0.158 6.871 1.762
N -0.514 7.279 0.927
H 1.091 5.266 2.755
H 2.014 6.754 2.743
H 0.613 6.604 3.800
C -5.798 -0.440 0.901
C -4.953 -1.594 0.661
N -4.286 -2.505 0.469
H -5.279 0.476 0.624
H -6.717 -0.500 0.322
H -6.065 -0.372 1.954
C 3.056 -1.334 -3.594
C 4.075 -2.330 -3.878
N 4.863 -3.125 -4.125
H 3.436 -0.330 -3.772
H 2.182 -1.479 -4.229
H 2.726 -1.384 -2.561
C 0.509 3.466 -1.079
C 1.868 2.955 -1.061
N 2.911 2.498 -0.958
H 0.404 4.302 -1.769
H -0.193 2.691 -1.379
H 0.220 3.813 -0.089
C -8.897 2.649 -0.110
C -8.726 1.357 -0.750
N -8.585 0.341 -1.260
H -9.014 3.432 -0.856
H -9.778 2.645 0.528
H -8.030 2.890 0.502
C 0.070 -2.892 4.411
C -0.656 -1.699 4.016
N -1.215 -0.746 3.710
H 1.137 -2.693 4.455
H -0.261 -3.235 5.390
H -0.082 -3.697 3.695
C -9.715 -3.489 -1.580
C -9.771 -3.106 -0.182
N -9.798 -2.779 0.915
H -9.126 -2.767 -2.142
H -9.258 -4.470 -1.690
H -10.715 -3.524 -2.007
C -2.269 6.339 -2.255
C -2.643 5.067 -1.661
N -2.924 4.069 -1.173
H -1.410 6.763 -1.737
H -2.011 6.227 -3.303
H -3.089 7.050 -2.187
C 0.161 5.521 -5.989
C -0.717 6.632 -5.668
N -1.402 7.512 -5.405
H 1.191 5.764 -5.740
H -0.125 4.631 -5.432
H 0.110 5.284 -7.049
C -0.907 2.449 5.764
C -1.628 3.655 5.394
N -2.203 4.601 5.100
H 0.165 2.632 5.802
H -1.224 2.099 6.744
H -1.084 1.650 5.047
C 1.897 -3.797 -6.647
C 1.080 -2.630 -6.912
N 0.435 -1.706 -7.121
H 2.948 -3.533 -6.551
H 1.588 -4.281 -5.728
H 1.812 -4.527 -7.449
C -0.790 -3.612 -3.449
C -0.421 -4.836 -4.140
N -0.103 -5.779 -4.707
H -0.988 -2.811 -4.160
H -1.683 -3.761 -2.846
H 0.013 -3.286 -2.789
C -11.472 -4.152 3.389
C -12.273 -5.336 3.653
N -12.902 -6.271 3.858
H -11.882 -3.287 3.906
H -10.448 -4.294 3.724
H -11.443 -3.927 2.329
C 5.357 -5.025 3.389
C 4.017 -4.481 3.502
N 2.959 -4.050 3.568
H 5.512 -5.451 2.400
H 6.096 -4.239 3.543
H 5.520 -5.803 4.131
C 9.377 2.723 3.089
C 8.993 1.733 4.079
N 8.658 0.949 4.843
H 10.177 3.356 3.468
H 9.720 2.238 2.178
H 8.524 3.350 2.837
C 6.517 -5.220 -6.205
C 5.583 -4.993 -7.293
N 4.853 -4.777 -8.149
H 6.620 -6.284 -6.004
H 7.497 -4.819 -6.455
H 6.162 -4.725 -5.301

- HOMO energy (eV) = -4.90
- 2S+1 = 1
- total charge = -1